ORCA calculation (ωB97M-V with the def2-TZVPD basis set) on C2H15NO5 as an isolated structure.

```
23
Properties=species:S:1:pos:R:3:forces:R:3:lowdin_charge:R:1
C -1.594692 -0.318547 -0.498558 0.6 -6.1 -2.3 -0.157
N -0.759886 -1.373633 0.003607 -0.2 0.8 -1.2 0.015
C 0.022904 -0.911679 1.127296 -1.3 -3.4 0.0 -0.133
O 2.103610 0.288464 0.592551 1.3 0.9 -0.1 -0.114
H -2.336394 -0.019275 0.255980 -3.9 -3.8 -0.1 0.115
H -0.971214 0.571468 -0.751306 2.4 -0.7 -4.0 0.153
H -2.209681 -0.667668 -1.344034 -0.6 1.2 -0.4 0.212
H 0.427542 0.105183 0.889237 -1.3 -2.8 -0.8 0.031
H 0.836858 -1.620763 1.273409 0.0 0.3 0.0 0.125
H -0.600480 -0.923161 2.032802 0.2 -0.1 -0.3 0.107
H 1.764614 0.639921 -0.254171 0.2 0.0 0.2 0.013
H 0.853545 1.615706 -2.300288 -0.1 0.1 0.0 0.050
H -0.140768 -1.683455 -0.793528 0.2 0.8 0.0 0.074
O 0.592324 0.968212 -1.640326 -0.4 1.6 0.8 -0.150
H 0.717610 -0.027002 -2.024206 -0.1 -1.4 -0.4 -0.059
H 1.189236 -1.647632 -2.914629 -0.2 -0.1 0.3 -0.015
O 0.616300 -1.320194 -2.211778 0.1 -0.1 -0.5 -0.313
H 0.217106 1.653988 2.876706 -0.2 0.4 -0.2 0.041
H 1.497258 0.635188 1.301839 1.8 0.6 -0.2 -0.010
O 0.215865 0.952573 2.215160 -1.6 2.9 1.4 -0.310
H -0.843749 0.954240 1.326295 3.7 0.6 3.7 0.058
H -2.094073 1.657313 0.486937 -0.4 0.8 -0.5 0.194
O -1.573700 0.854216 0.560443 -0.3 7.5 4.5 0.073
```
Forces are in eV/Å.

Kohn-Sham gap: 5.482 eV
Energy relative to the best compared isomer or geometry (same formula, charge and spin): 14.957 eV
Maximum force: 8.78 eV/A